Entry 1:
{
  "formula": "C19H29N3O7PtS",
  "method": "ωB97M-V/def2-TZVPD",
  "symbols": ["Pt", "N", "C", "C", "C", "O", "O", "H", "H", "H", "H", "H", "H", "C", "C", "C", "C", "C", "C", "C", "S", "O", "O", "N", "C", "C", "C", "O", "O", "H", "H", "H", "H", "H", "H", "H", "H", "H", "H", "H", "H", "O", "C", "C", "C", "C", "C", "C", "N", "H", "H", "H", "H", "H", "H", "H", "H", "H", "H", "H"],
  "positions_angstrom": [[-0.570109, 0.944071, -0.235214], [-0.576552, 2.980142, 0.002589], [-0.006518, 3.423890, 1.300331], [1.440163, 3.016140, 1.444621], [1.676099, 1.525224, 1.720511], [2.589746, 1.229388, 2.473262], [0.938892, 0.632948, 1.130514], [-0.083948, 3.412180, -0.776414], [-1.531862, 3.323503, -0.050975], [-0.590959, 2.959077, 2.091080], [-0.121250, 4.507914, 1.373525], [1.877485, 3.547432, 2.287263], [2.016480, 3.303726, 0.556977], [2.439782, -3.602907, 6.188627], [1.448414, -2.608176, 5.652148], [1.872936, -1.497701, 4.928317], [0.961694, -0.592374, 4.407668], [-0.392005, -0.812706, 4.610284], [-0.844472, -1.909972, 5.332316], [0.081095, -2.796361, 5.853046], [-1.577556, 0.282633, 3.905315], [-1.035199, 1.615163, 3.892791], [-2.855916, 0.050910, 4.519686], [-1.675121, -0.215755, 2.318943], [-2.932579, -0.839443, 1.875506], [-2.886966, -1.025677, 0.358658], [-1.616184, -1.758424, -0.076826], [-1.579918, -2.969522, -0.066203], [-0.583791, -1.030122, -0.439920], [3.428007, -3.157397, 6.294749], [2.529710, -4.453422, 5.509328], [2.127089, -3.988381, 7.159085], [2.929847, -1.328369, 4.762929], [1.319300, 0.264527, 3.848441], [-1.905750, -2.049025, 5.488171], [-0.261251, -3.650272, 6.425607], [-0.879512, -0.822472, 2.127716], [-3.757180, -0.183584, 2.145454], [-3.104136, -1.802670, 2.365142], [-2.963240, -0.055058, -0.140080], [-3.740337, -1.633048, 0.057045], [-0.907377, 1.143794, -2.385438], [-0.184144, 0.663033, -3.265710], [-0.364038, 1.100011, -4.686164], [0.587917, 2.315166, -4.829011], [2.033038, 2.132901, -4.319470], [2.217265, 1.985181, -2.793435], [2.015502, 0.555501, -2.276331], [0.929564, -0.086197, -3.045291], [-1.393729, 1.387671, -4.885600], [-0.070558, 0.305717, -5.374945], [0.138283, 3.159792, -4.299432], [0.624227, 2.590901, -5.883806], [2.587358, 3.015982, -4.641415], [2.504123, 1.286674, -4.833049], [1.508336, 2.657782, -2.296009], [3.212742, 2.327968, -2.506751], [1.802319, 0.522373, -1.211998], [2.907036, -0.047005, -2.444284], [1.285961, -0.456018, -3.913000]],
  "forces_ev_per_a": [[1.09, 0.03, -0.70], [-0.04, 0.04, 0.00], [-0.05, 0.13, -0.02], [-0.05, -0.14, -0.03], [0.14, 0.19, -0.08], [0.02, -0.03, -0.13], [-0.49, 0.09, 0.55], [0.08, 0.08, 0.10], [-0.06, -0.11, -0.07], [-0.13, -0.02, 0.02], [0.09, 0.02, 0.05], [0.02, 0.02, -0.01], [0.00, -0.06, -0.02], [0.00, 0.00, -0.01], [-0.01, 0.02, -0.01], [-0.06, -0.02, 0.01], [0.04, 0.10, -0.04], [-0.03, 0.01, 0.05], [-0.02, -0.01, -0.02], [0.02, -0.01, 0.00], [0.00, 0.09, -0.09], [0.09, -0.08, 0.05], [-0.04, 0.08, -0.04], [-0.21, -0.32, 0.20], [0.01, -0.06, -0.04], [-0.01, 0.01, 0.02], [0.03, 0.13, -0.19], [-0.03, -0.13, 0.04], [0.00, -0.26, 0.08], [0.00, 0.00, 0.00], [0.00, 0.00, 0.00], [0.00, 0.00, 0.00], [0.00, 0.00, 0.00], [-0.06, -0.14, 0.11], [0.01, 0.00, 0.01], [0.00, 0.00, 0.00], [0.13, 0.25, -0.14], [0.03, 0.00, 0.02], [0.06, 0.00, -0.04], [0.03, 0.04, 0.04], [0.03, -0.02, 0.01], [-0.49, 0.21, 0.20], [-0.05, -0.25, 0.04], [0.00, 0.06, -0.01], [0.01, -0.01, 0.02], [0.02, -0.01, 0.00], [-0.05, 0.04, -0.02], [0.02, -0.04, -0.01], [-0.10, 0.12, 0.06], [0.01, 0.01, -0.01], [0.00, -0.01, 0.00], [0.00, -0.01, 0.01], [-0.01, 0.01, 0.00], [0.00, 0.00, -0.01], [0.01, 0.01, 0.00], [0.01, -0.02, 0.02], [0.00, -0.01, 0.00], [-0.01, 0.00, 0.06], [-0.01, -0.01, -0.04], [0.00, -0.02, -0.01]],
  "nbo_charge": [1.03, -0.77, -0.24, -0.54, 0.79, -0.65, -0.76, 0.38, 0.40, 0.26, 0.19, 0.25, 0.21, -0.63, 0.01, -0.22, -0.11, -0.40, -0.16, -0.22, 2.33, -0.96, -0.95, -0.89, -0.21, -0.52, 0.77, -0.62, -0.74, 0.22, 0.23, 0.22, 0.22, 0.26, 0.24, 0.21, 0.42, 0.22, 0.20, 0.20, 0.24, -0.65, 0.75, -0.49, -0.38, -0.41, -0.42, -0.23, -0.59, 0.24, 0.22, 0.20, 0.22, 0.22, 0.20, 0.18, 0.23, 0.25, 0.21, 0.38],
  "relative_energy_ev": 1.726,
  "orbital_gap_ev": 8.4,
  "total_charge": 0
}

Entry 2:
{
  "formula": "C19H29N5O4S",
  "method": "ωB97M-V/def2-TZVPD",
  "symbols": ["H", "N", "C", "C", "C", "C", "C", "N", "C", "C", "C", "C", "O", "C", "C", "C", "N", "C", "C", "S", "C", "N", "N", "C", "O", "O", "C", "C", "C", "O", "H", "H", "H", "H", "H", "H", "H", "H", "H", "H", "H", "H", "H", "H", "H", "H", "H", "H", "H", "H", "H", "H", "H", "H", "H", "H", "H", "H"],
  "positions_angstrom": [[3.051822, 0.316006, 1.509105], [3.669289, 0.253481, 0.688624], [3.185239, -0.629593, -0.092658], [4.003524, -0.923961, -1.413978], [1.886118, -1.468511, 0.151292], [0.603488, -0.952946, -0.656110], [0.834361, -1.396701, -2.119810], [1.133338, -1.528000, -3.211980], [-0.583261, -1.886110, -0.121685], [-0.351356, -3.426889, -0.324138], [-0.509801, -4.129331, 1.106188], [-2.070988, -4.178364, 1.410014], [-2.425797, -3.367486, 2.548124], [-2.406609, -4.135993, 3.762099], [0.313265, 0.582674, -0.469668], [0.491950, 0.839901, 1.075837], [0.656992, 0.968759, 2.193802], [-1.208560, 0.993097, -0.718155], [-1.470595, 2.499995, -0.252605], [-2.605450, 2.600776, 1.202124], [-1.832156, 3.562642, 2.496024], [-2.407437, 4.452504, 3.368012], [-1.508795, 4.942017, 4.217737], [-0.300601, 4.396329, 3.927509], [-0.521398, 3.566446, 2.885287], [1.230125, 1.466020, -1.081841], [0.976642, 1.796336, -2.456413], [0.612614, 3.334829, -2.705488], [-0.734341, 3.325664, -3.552785], [1.615242, 3.911764, -3.555142], [3.975967, -0.074053, -2.132607], [5.054912, -1.174545, -1.106350], [3.599272, -1.872796, -1.865811], [1.675725, -1.535937, 1.256114], [2.154946, -2.521565, -0.142738], [-0.742274, -1.594970, 0.956684], [-1.559916, -1.636608, -0.625102], [0.588874, -3.725376, -0.841339], [-1.195173, -3.825777, -0.954552], [-0.087565, -3.411784, 1.863063], [-0.016141, -5.128332, 1.147897], [-2.685929, -3.764173, 0.562372], [-2.378285, -5.248700, 1.535036], [-2.772057, -5.184971, 3.626484], [-1.356631, -4.086088, 4.168155], [-3.123225, -3.642883, 4.472962], [-1.913958, 0.391190, -0.088850], [-1.500750, 0.818436, -1.780303], [-2.004681, 3.018454, -1.092772], [-0.528806, 3.060306, -0.049197], [0.668573, 4.576048, 4.429278], [1.962658, 1.672025, -2.991981], [0.281716, 1.103592, -2.996834], [0.524150, 3.903316, -1.750395], [-1.436956, 2.516563, -3.217098], [-0.543586, 3.136837, -4.641081], [-1.288702, 4.303312, -3.472845], [1.190913, 4.277165, -4.346146]],
  "forces_ev_per_a": [[0.30, 0.26, -0.09], [-0.93, -0.93, 0.13], [0.72, 0.15, -1.06], [-0.52, -1.11, 0.96], [1.00, 0.15, 0.13], [0.15, -2.71, -0.41], [-0.27, 2.07, 2.65], [0.04, -0.54, -1.14], [-0.50, 0.82, -0.35], [-0.61, -0.66, 0.94], [-0.65, 1.09, -0.81], [0.26, 0.08, -0.12], [-0.25, -1.62, -0.28], [0.05, 0.76, 0.54], [-1.11, 0.55, 1.86], [-0.07, -0.67, -3.18], [0.10, 0.12, 1.27], [-0.09, 0.40, 0.75], [0.25, 0.13, -1.00], [0.54, 0.27, 0.81], [0.96, 3.26, 3.44], [-1.09, -1.77, -2.59], [2.85, -0.66, 0.29], [-4.28, 0.60, -0.55], [1.95, -1.65, -1.33], [-0.84, -0.61, -0.24], [1.51, 0.75, -1.27], [-1.32, -1.31, -1.53], [-0.56, 0.45, 0.64], [-0.12, 0.00, 0.49], [0.01, -0.69, 0.58], [-0.91, 0.60, -0.33], [0.35, 1.13, 0.04], [-0.03, 0.44, -1.09], [-0.56, 1.05, 0.03], [0.23, -0.55, -0.93], [1.11, -0.02, 0.30], [-0.57, 0.52, 0.45], [0.97, 0.39, 0.40], [-0.11, -1.04, -0.54], [-0.43, 0.78, 0.04], [0.80, -0.35, 0.68], [0.05, 0.85, 0.12], [0.50, 0.75, -0.07], [-1.05, -0.44, -0.08], [0.85, -0.35, -0.57], [0.92, 0.18, -0.58], [0.32, 0.28, 0.76], [0.51, -0.30, 0.92], [-0.71, -0.52, -0.07], [-0.82, -0.43, -0.82], [-0.91, 0.05, 0.63], [0.39, 0.60, 0.84], [0.14, -0.45, -0.72], [0.61, 0.81, -0.25], [0.11, 0.06, 0.95], [0.59, -0.88, -0.10], [0.16, -0.15, 0.45]],
  "nbo_charge": [0.34, -0.60, 0.32, -0.68, -0.49, -0.15, 0.30, -0.32, -0.40, -0.42, -0.43, -0.07, -0.55, -0.26, 0.24, 0.27, -0.31, -0.46, -0.55, 0.28, 0.26, -0.29, -0.27, 0.26, -0.42, -0.53, -0.12, 0.08, -0.66, -0.72, 0.24, 0.24, 0.21, 0.24, 0.24, 0.23, 0.22, 0.22, 0.21, 0.21, 0.22, 0.18, 0.18, 0.17, 0.18, 0.20, 0.25, 0.23, 0.24, 0.26, 0.23, 0.23, 0.19, 0.19, 0.21, 0.22, 0.22, 0.47],
  "relative_energy_ev": 0.000,
  "smiles": "[H]/N=C(/C)C[C@@](C#N)(CCCCOC)[C@](C#N)(CCSc1nnco1)OC[C@H](C)O",
  "orbital_gap_ev": 9.3,
  "total_charge": 0
}

| no. | maximum force (eV Å⁻¹) |
| --- | --- |
| 1 | 1.3 |
| 2 | 4.8 |